{"formula": "C37H38GeMnN7O9", "method": "wB97M-V/def2-TZVPD", "elements": ["Ge", "Mn", "O", "O", "O", "O", "O", "O", "O", "O", "O", "N", "N", "N", "N", "N", "N", "N", "C", "C", "C", "C", "C", "C", "C", "C", "C", "C", "C", "C", "C", "C", "C", "C", "C", "C", "C", "C", "C", "C", "C", "C", "C", "C", "C", "C", "C", "C", "C", "C", "C", "C", "C", "C", "C", "H", "H", "H", "H", "H", "H", "H", "H", "H", "H", "H", "H", "H", "H", "H", "H", "H", "H", "H", "H", "H", "H", "H", "H", "H", "H", "H", "H", "H", "H", "H", "H", "H", "H", "H", "H", "H", "H"], "positions_angstrom": [[-0.74944, 1.38137, -4.36122], [0.01130, 0.12256, 0.57947], [-6.35670, 2.21651, -1.48602], [2.62161, -1.76001, 2.21524], [1.02884, -0.17989, 2.24194], [4.70000, -2.56230, 6.65575], [-1.74582, -0.62539, 1.01457], [-0.75107, -0.15158, 8.17842], [-2.36776, 6.63972, 1.37700], [3.58700, -2.16921, 8.43843], [-1.56779, 0.40867, 6.28261], [3.71435, -2.15562, 7.23152], [0.19117, -1.65649, -0.07949], [-0.69830, -0.07832, 6.96681], [-1.36531, 0.90022, -1.44358], [1.71971, 0.31648, -0.49795], [-0.38335, 2.09690, 0.81547], [-0.82947, -2.52026, 0.11187], [2.24571, -0.91589, -0.75650], [-3.26053, -3.91340, 0.61076], [-5.45236, -2.42823, 1.44761], [1.34712, -2.02140, -0.56443], [3.78853, 1.33487, -1.11719], [-1.97663, 2.11297, -0.93715], [0.27407, 2.73498, 1.80009], [0.48178, -0.60688, 6.30012], [-0.28303, 1.13354, -2.41944], [0.97013, 1.09518, -5.29527], [-4.05051, 1.53997, -2.04297], [-1.46555, 4.19719, 0.32313], [-1.27607, 2.80958, 0.06355], [2.48298, 1.39348, -0.68115], [-4.21172, -1.82368, 1.33021], [-0.79849, 4.81840, 1.34030], [1.81515, -1.03062, 2.78076], [-5.42863, 1.87676, -2.53051], [-1.01406, 6.27817, 1.63209], [-3.10975, -2.55905, 0.89913], [-1.99138, 0.06412, -5.14857], [4.34656, 0.07807, -1.35677], [2.62560, -1.62170, 6.42950], [-3.25748, 2.45730, -1.40026], [1.70050, -1.07518, 4.29191], [-3.55452, 0.18081, -2.13000], [0.10684, 4.06078, 2.11315], [0.56840, -0.56756, 4.91318], [-4.50212, -4.51574, 0.73314], [1.50507, -1.12721, 7.06916], [1.70244, -3.43891, -0.87065], [-1.45820, 3.18436, -4.73777], [-5.60347, -3.77475, 1.14232], [-1.82519, -1.85926, 0.69390], [2.73094, -1.61059, 5.04370], [-2.27538, -0.10469, -1.84858], [3.57311, -1.04407, -1.18063], [-5.41876, 2.74974, -3.18659], [-2.39701, -4.47884, 0.28665], [0.86712, 1.28768, -6.36571], [-6.57407, -4.24832, 1.22722], [2.01105, 2.34600, -0.46732], [-3.67058, 3.43408, -1.16738], [-5.81505, 1.02751, -3.10866], [2.45861, -3.79126, -0.16335], [-0.23774, -0.15119, 4.32657], [-2.13680, 4.77408, -0.29573], [-6.30683, -1.85076, 1.77898], [1.76626, 1.73293, -4.90588], [-4.61498, -5.56994, 0.50957], [-0.74020, 6.47589, 2.67257], [-3.02457, 0.31270, -4.91310], [-4.22266, -0.61583, -2.44183], [0.65075, 4.50088, 2.93987], [-1.85255, -1.09802, -1.97320], [-1.68318, 3.28075, -5.80252], [-4.07292, -0.77494, 1.55711], [0.94935, 2.12168, 2.38474], [1.43253, -1.14357, 8.14510], [0.26386, 2.02378, -2.10729], [1.27752, 0.05476, -5.16713], [0.41214, 0.28889, -2.39776], [4.35962, 2.24221, -1.25294], [5.37963, -0.00396, -1.67057], [-1.78465, -0.93949, -4.77748], [0.81406, -4.05678, -0.77176], [-2.37676, 3.34557, -4.17185], [-2.61127, 7.37368, 1.94445], [-1.87072, 0.06762, -6.23640], [3.98182, -2.03303, -1.34024], [-6.22113, 1.58922, -0.76951], [-0.35085, 6.87719, 0.99519], [-0.73755, 3.95692, -4.46487], [3.60741, -2.01276, 4.55610], [2.10370, -3.53563, -1.88257]], "atomic_forces_ev_per_a": [[-0.137, 0.040, 0.197], [-0.812, 0.602, -2.110], [-0.197, 0.065, -0.072], [0.131, -0.116, 0.226], [-0.176, -0.003, 0.621], [0.159, -0.052, -0.287], [-0.512, -0.486, 0.445], [0.165, -0.096, 0.286], [-0.046, -0.049, -0.029], [-0.205, 0.079, 0.270], [-0.131, 0.091, -0.323], [0.377, -0.207, 0.268], [0.928, -0.056, 0.590], [-0.411, 0.156, 0.262], [1.124, -0.126, 0.898], [0.684, -0.508, 0.251], [0.725, 0.688, 0.953], [-0.286, -0.591, 0.007], [0.318, 0.752, 0.057], [0.055, 0.026, -0.004], [-0.073, -0.067, 0.036], [-0.820, -0.535, -0.095], [0.160, -0.210, -0.063], [-0.128, 0.275, -0.155], [-0.139, 0.175, -0.002], [0.739, -0.320, -0.614], [-0.586, -0.041, -0.848], [-0.071, 0.084, 0.014], [-0.263, 0.117, -0.067], [0.059, 0.214, 0.228], [-0.311, -0.489, -0.186], [-0.128, 0.109, 0.078], [0.089, 0.029, -0.013], [-0.159, -0.246, -0.075], [-0.152, 0.173, -0.799], [0.246, -0.101, 0.178], [0.086, 0.013, -0.027], [-0.288, -0.147, 0.019], [0.139, 0.136, -0.024], [-0.027, 0.333, 0.000], [-0.620, 0.329, -0.652], [0.073, -0.135, -0.239], [-0.033, 0.068, -0.028], [0.356, 0.115, -0.159], [0.075, 0.151, 0.054], [-0.184, 0.075, 0.341], [-0.043, -0.063, 0.027], [-0.021, -0.006, 0.442], [0.077, 0.122, -0.078], [0.112, -0.179, -0.030], [0.046, 0.022, 0.021], [0.580, 0.657, -0.141], [0.191, -0.148, 0.300], [-0.442, -0.346, -0.170], [-0.172, -0.304, 0.007], [-0.067, 0.011, 0.017], [-0.010, 0.033, -0.021], [0.002, 0.004, 0.032], [0.004, 0.012, 0.007], [-0.025, -0.033, 0.064], [0.030, 0.018, 0.016], [-0.035, 0.050, -0.028], [-0.005, 0.005, -0.007], [0.046, 0.025, -0.072], [-0.089, -0.083, -0.033], [0.016, 0.012, -0.015], [-0.034, 0.004, 0.012], [0.011, 0.016, -0.015], [-0.035, -0.013, 0.009], [0.012, 0.006, 0.069], [0.030, -0.012, -0.006], [-0.008, -0.026, -0.015], [-0.081, 0.007, 0.201], [0.007, 0.012, 0.020], [0.002, 0.000, -0.046], [0.009, -0.064, -0.046], [-0.006, -0.001, 0.010], [0.045, -0.027, 0.018], [-0.002, 0.019, 0.007], [-0.131, 0.057, -0.051], [-0.016, 0.008, 0.013], [-0.014, -0.055, -0.012], [-0.010, 0.001, 0.001], [0.010, -0.003, -0.010], [0.032, -0.041, 0.033], [0.061, 0.042, -0.002], [0.032, 0.005, 0.047], [-0.011, 0.024, -0.005], [0.127, -0.025, 0.023], [0.028, 0.010, 0.032], [-0.013, -0.015, 0.019], [-0.041, 0.012, -0.067], [0.006, -0.059, 0.014]], "homo_lumo_gap_ev": [4.0, 4.0], "multiplicity": 2, "total_energy_ev": -155676.613, "total_charge": -1, "homo_ev": [-2.890, -2.851]}